(1)
C22H32F14NO22S4Zr | the ωB97M-V functional and the def2-TZVPD basis

```
96
C22H32F14NO22S4Zr the ωB97M-V functional and the def2-TZVPD basis
Zr -1.6480 -0.5142 2.3613
S -2.0390 2.6951 3.4676
S -4.1687 1.3465 3.8472
S -2.7753 -2.7847 -2.6625
S -0.9274 1.6999 -3.7723
F 1.3603 3.7439 1.7804
F -0.5541 2.2175 3.2406
F 2.6313 -0.4046 -4.7684
F 1.9496 0.5266 6.5094
F 1.3820 -0.3306 -2.9838
F -4.9477 -2.7282 0.0439
F -4.6228 -0.1786 3.6791
F 0.5910 -1.1614 6.3996
F -6.4894 -1.2851 -0.4992
F -6.0646 -1.6786 1.5773
F -0.1613 0.8616 6.1284
F 3.1531 4.9102 1.6908
F 3.2532 2.9572 2.5521
F 1.2150 -2.0079 -4.3623
O -0.7529 0.7075 0.9464
O -0.5701 -1.9727 1.3117
O -4.2182 1.5515 5.2246
O 0.1739 -0.3152 3.6291
O 2.7253 -2.8157 -2.2547
O -3.2261 -2.8526 -3.9895
O 4.2840 -1.4060 -3.0021
O -1.2125 -3.1395 -2.6237
O 2.3232 -0.1403 4.0675
O -2.0696 3.2239 4.7607
O -2.3505 3.5005 2.3585
O -3.4474 -0.6149 1.1113
O -1.9864 2.8185 -3.3802
O -4.6541 0.4994 -0.3757
O -3.2519 -4.0419 -1.8295
O 0.1095 2.1543 -2.6326
O -0.4048 1.9484 -5.0623
O 2.7869 3.7223 -0.8051
O -1.4277 0.4167 -3.4835
O 3.3726 1.8328 0.2667
O -2.9651 -1.6053 -1.9128
O -4.9866 2.0809 2.9759
N -2.6658 1.0562 3.2591
C 3.6008 1.1476 -0.9790
C 2.6789 3.6723 1.5803
C 1.1124 -0.1115 4.3981
C 2.9786 3.0971 0.1834
C 5.0315 1.3438 -1.4188
C 0.1653 -1.4833 0.1866
C 0.8678 0.0600 5.9119
C -1.2643 4.0197 -3.0481
C -4.4530 -0.4664 0.4069
C -0.1892 3.4650 -2.1181
C -0.0937 0.0052 -0.0926
C 2.9393 -4.2932 -0.4000
C 4.1191 -0.4682 2.4883
C -4.4015 2.8034 -0.9548
C -3.6481 1.5457 -0.5747
C 3.6962 -3.5089 -1.4152
C -5.5265 -1.5793 0.3461
C -0.9653 -4.4356 -2.0369
C -2.1672 -4.6890 -1.1463
C 3.1608 -1.8078 -2.9768
C 2.0654 -1.1429 -3.8352
C 2.6474 -0.4516 2.6702
H 4.3363 -2.7266 -1.0040
H -1.9423 4.7316 -2.5916
H -2.9293 1.2497 -1.3338
H -0.8617 4.4390 -3.9711
H 0.7390 4.0318 -2.1495
H -0.6599 0.0898 -1.0291
H 2.1400 0.3203 2.0886
H 4.5985 0.4886 2.3045
H 0.8609 0.4592 -0.3937
H 2.2193 -1.4177 2.4065
H 2.8547 1.4516 -1.7168
H -2.0428 -4.2360 -0.1594
H 5.5991 0.7499 -0.6883
H -5.0211 3.1413 -0.1261
H -3.6524 3.5838 -1.1022
H 5.3311 0.9742 -2.3927
H -3.1831 1.7266 0.3913
H 4.3127 -1.0429 1.5742
H 3.3996 0.0870 -0.8214
H 1.2312 -1.6788 0.3440
H -0.1137 -2.0339 -0.7142
H 5.4267 2.3463 -1.2562
H -2.4343 -5.7353 -1.0465
H 2.4320 -3.6688 0.3344
H 4.6068 -1.0290 3.2846
H 2.2085 -4.9407 -0.8894
H 0.0032 -4.2983 -1.5639
H 4.2919 -4.0971 -2.1120
H -0.9054 -5.1884 -2.8246
H 3.5884 -4.9846 0.1390
H -4.9872 2.6489 -1.8570
H -0.5240 3.3428 -1.0880
```

Calculated values
Molecular weight = 1147.95 g mol⁻¹
Orbital gap = 8.840 eV
Total charge = +1
LUMO level = -4.3 eV

(2)
C31H57N2O2P2SSr | the ωB97M-V functional and the def2-TZVPD basis

```
96
C31H57N2O2P2SSr the ωB97M-V functional and the def2-TZVPD basis
Sr -0.6946 0.0439 0.9719
S 1.1814 1.7072 3.9189
P 0.2281 -2.8718 0.9061
P 0.2900 2.8144 0.0932
O 0.5664 0.5920 3.0338
O -3.4733 -0.4243 3.9517
N 1.2253 -0.2820 -0.7430
N -2.7510 -0.3350 -1.2003
C 1.6956 4.8565 -1.1955
C 2.1762 0.5240 -2.8139
C 3.0483 -0.5525 -2.8517
C -0.4792 -4.3491 3.2275
C 3.0875 3.1620 0.0304
C -1.8204 1.0755 -4.1122
C -2.6214 2.7567 0.5486
C -2.7281 -0.1416 -3.8522
C 1.8041 4.0042 0.0770
C -1.9525 3.6903 -1.6446
C 0.7478 -3.7891 2.4824
C -0.2275 -5.4836 -0.1941
C -1.5593 3.6104 -0.1739
C 1.8844 -2.5241 0.1607
C 0.6983 2.0009 -1.4219
C 1.9991 -1.3729 -0.8654
C 0.2049 1.7166 5.4389
C 1.8190 4.8811 1.3366
C 3.0350 -1.4630 -1.7924
C 1.4568 -2.7492 3.3760
C -0.5962 -4.0153 -0.3993
C -0.1386 -3.6140 -1.8088
C 1.3767 0.7558 -1.6576
C 2.6623 0.9584 4.6428
C -2.9739 -0.3855 -2.3524
C -1.5728 5.0126 0.4397
C 1.7418 -4.9248 2.2041
C -2.1171 -3.7914 -0.2911
C -4.0519 0.0815 -4.5730
C -2.0448 -1.3714 -4.4221
C -2.7899 -0.4322 3.0347
H -2.5856 5.4339 0.3260
H 0.7115 1.0846 6.1791
H 0.2618 2.4442 -2.3123
H -2.6278 -2.2634 -4.1602
H -1.0380 -1.4777 -3.9996
H 0.8817 5.4178 1.5050
H -1.3486 4.9882 1.5142
H -0.8810 5.7046 -0.0572
H -2.4529 2.6855 1.6348
H 0.8528 -5.6500 -0.3048
H 2.1123 1.2323 -3.6407
H 0.9221 -3.8429 -1.9854
H -2.2797 2.0066 -3.7575
H 2.5712 -2.2502 0.9803
H 3.9530 3.8229 0.1831
H 2.0587 4.3067 -2.0767
H -1.0421 -5.0890 2.6424
H 3.1177 2.3896 0.8114
H 2.3199 5.7555 -1.0750
H -2.8695 4.2978 -1.7375
H 0.1552 2.7448 5.8222
H 2.6024 5.6379 1.2032
H -3.8448 0.1605 -5.6548
H -1.6472 1.2000 -5.1960
H -1.9663 -1.2870 -5.5255
H 1.5654 -3.1716 4.3860
H -0.3045 -2.5480 -2.0128
H 0.6693 5.1945 -1.3933
H -1.1682 -3.5512 3.5375
H -2.6236 -4.5079 -0.9576
H -4.7708 -0.7271 -4.3700
H 3.1473 1.7621 5.2139
H 2.2798 -3.4702 -0.2593
H -0.5604 -5.8844 0.7685
H 0.9080 -1.8022 3.4723
H -2.3979 -2.7766 -0.6182
H 3.2172 2.6776 -0.9448
H -2.7447 1.7467 0.1189
H 1.3011 -5.7566 1.6484
H -3.5979 3.2536 0.4163
H -2.2033 2.6993 -2.0363
H 2.0531 4.2987 2.2390
H 3.7130 -2.3172 -1.7288
H -0.7246 -6.0795 -0.9744
H -0.8364 0.9357 -3.6357
H 2.3856 0.1180 5.2934
H 2.0689 -5.3315 3.1734
H -4.4854 1.0379 -4.2432
H 3.7649 -0.6699 -3.6652
H -2.4968 -3.9411 0.7315
H -0.7982 1.3382 5.2192
H 3.3004 0.6390 3.8147
H -0.7195 -4.1886 -2.5472
H 2.6320 -4.5752 1.6651
H 2.4673 -2.5196 3.0109
H -1.1959 4.1508 -2.2878
H -0.1182 -4.8583 4.1373
```

Calculated values
Molecular weight = 671.44 g mol⁻¹
Orbital gap = 5.706 eV
Total charge = +1
LUMO level = -2.4 eV
ΔE to the lowest compared entry with this formula, charge and spin = 11.0 kcal/mol

(3)
C26H52F17NO11PS9 | the ωB97M-V functional and the def2-TZVPD basis

```
117
C26H52F17NO11PS9 the ωB97M-V functional and the def2-TZVPD basis
S -4.7964 8.3793 -1.1457
S -5.9031 4.0993 -2.6750
S 4.8284 -1.6661 2.5384
S -3.6161 -3.8840 1.7965
S 4.2402 -0.5745 -2.2874
S 8.5612 -4.9197 -0.7389
S 2.9424 1.7780 -2.6275
S 2.2076 6.3239 0.5452
S -1.1646 -6.0192 6.1773
P 4.0015 -2.3335 -1.0315
F -2.4930 2.1250 0.4887
F -1.2754 -1.1254 -3.4369
F -2.7242 -2.1381 -5.9852
F -3.1800 0.6453 -1.6595
F -1.2252 3.9193 -0.6324
F -1.0745 -0.4613 0.8423
F -3.1473 0.0434 -4.4204
F -1.6666 -2.4626 -1.0348
F -4.4516 -3.0942 -5.0668
F -3.7666 -2.3193 -1.2304
F -4.6119 -1.2147 -6.0254
F -2.2443 -3.0153 -3.4315
F -0.4994 1.8490 1.1419
F -1.3724 2.4631 -2.2132
F -0.2368 -0.0759 -1.0741
F -3.4590 -0.4011 0.1734
F -4.7036 -0.9560 -3.3544
O 5.3795 0.1132 -1.7202
O -3.8817 9.3648 -0.5104
O 3.7864 2.6602 -1.8459
O -0.2758 -5.2305 7.0732
O -6.9414 5.0417 -2.1629
O 3.3233 1.7891 -4.0266
O 7.5587 -3.8453 -0.9270
O 3.9020 -2.7519 2.1142
O -2.3271 -4.4827 2.2264
O 4.4420 -1.0098 -3.6596
O 1.3040 5.2771 -0.0054
N 2.8293 0.2490 -2.0854
C -6.7495 2.5963 -3.1884
C -2.3940 -1.7188 -3.0850
C -3.5502 -1.1593 -3.9787
C -5.9562 9.3047 -2.1638
C -2.6230 -1.7049 -1.5563
C -0.7623 2.7008 -1.0262
C 3.8755 5.9018 0.0209
C -1.2828 1.7291 0.0668
C 4.3638 -3.8693 -2.0094
C -1.9856 -4.8634 5.0733
C -5.9982 7.8794 0.0952
C -2.6341 -6.4424 7.1320
C -4.9075 -5.0657 2.2288
C 5.1358 -1.9019 4.2932
C -2.6343 -0.2933 -0.8845
C 6.4771 -2.1134 1.9787
C 9.0149 -4.9299 1.0040
C 10.1375 -4.2895 -1.3391
C -5.0859 3.3739 -1.2498
C -4.0633 -2.6462 3.0254
C 1.2247 2.3746 -2.6393
C 2.2119 -2.4212 -0.5557
C -3.8063 -1.9806 -5.2829
C 0.7481 2.8728 -1.2353
C 2.4504 5.9502 2.2884
C -1.2679 0.2101 -0.3122
H 4.5868 6.5733 0.5036
H -6.4181 10.0963 -1.5727
H 9.3020 -3.9256 1.3178
H -5.8849 -4.6184 2.0459
H -3.0566 -5.5420 7.5796
H -4.8143 -5.3519 3.2772
H 1.5052 6.1062 2.8052
H 1.9867 -1.7393 0.2688
H 3.9342 6.0245 -1.0586
H -5.8294 2.9619 -0.5663
H -6.4579 8.7623 0.5414
H -6.7571 7.2492 -0.3709
H 1.3905 2.3896 -0.4962
H 2.7630 4.9119 2.4033
H 5.3522 -4.2090 -1.6887
H 7.2011 -1.4045 2.3840
H 8.1498 -5.2573 1.5778
H -5.4767 7.3115 0.8634
H -5.4049 9.7435 -2.9932
H -2.7346 -5.3918 4.4890
H 6.4908 -2.0674 0.8899
H -4.0208 -3.0816 4.0244
H -4.4043 2.5920 -1.5808
H -7.3617 2.8299 -4.0574
H 0.6326 1.5328 -3.0097
H 5.9023 -1.1986 4.6233
H -5.0674 -2.2751 2.8177
H 1.5265 -2.1779 -1.3786
H -1.2437 -4.4366 4.4022
H 3.6468 -4.6734 -1.8054
H -4.7878 -5.9452 1.5990
H -3.3657 -6.9189 6.4788
H 0.9632 3.9521 -1.2177
H -7.3859 2.2350 -2.3799
H 4.0953 4.8651 0.2792
H -6.7178 8.6268 -2.5506
H -3.3508 -1.8259 2.9542
H 1.1358 3.1805 -3.3699
H 4.2144 -1.7102 4.8328
H 9.8401 -5.6258 1.1610
H 5.4574 -2.9260 4.4803
H 1.9373 -3.4261 -0.2041
H 6.7142 -3.1273 2.3056
H -2.4514 -4.0673 5.6590
H 10.0647 -4.1654 -2.4177
H 3.2050 6.6205 2.7006
H 10.9272 -5.0056 -1.1078
H -6.0117 1.8392 -3.4563
H -4.5200 4.1551 -0.7452
H -2.3430 -7.1376 7.9176
H 4.3828 -3.6345 -3.0833
H 10.3516 -3.3266 -0.8747
```

Calculated values
Molecular weight = 1197.24 g mol⁻¹
Orbital gap = 6.090 eV
Total charge = -1
LUMO level = 1.5 eV

(4)
C18H19 | the ωB97M-V functional and the def2-TZVPD basis

```
37
C18H19 the ωB97M-V functional and the def2-TZVPD basis
C 1.2664 2.8608 0.2429
C -3.6507 -2.3566 -2.0815
C -0.0291 -1.0267 -0.3880
C -0.0739 0.9180 -1.0199
C -2.4335 -2.5948 -2.7230
C -3.7101 -1.8690 -0.7644
C 2.6473 3.0323 -0.4187
C 1.6789 -0.9832 1.4154
C 2.1411 -0.4898 2.5831
C -2.5133 -1.6316 -0.0785
C -0.5560 -0.1575 1.9297
C 2.2598 1.9999 -1.4925
C -1.2765 -1.6955 -0.7995
C -1.2596 -2.2838 -2.0745
C 0.8850 1.8978 -0.8668
C 0.3321 -0.8068 1.0378
C 1.2677 0.1370 3.4792
C -0.1039 0.3082 3.1481
H 1.6210 0.5216 4.4134
H 2.7509 3.9980 -0.8343
H -4.6771 -1.7150 -0.2628
H -0.7898 0.8158 3.8436
H 0.6408 3.7578 0.2480
H 0.8195 -1.3352 -0.9883
H -4.5862 -2.5417 -2.6155
H 3.5310 2.7886 0.2172
H 3.1959 -0.6018 2.8638
H 2.3470 -1.5351 0.7351
H 2.8724 1.0901 -1.4188
H 1.3469 2.4327 1.2479
H -1.0721 1.0797 -0.4198
H -2.5712 -1.4312 1.0021
H 2.2154 2.3772 -2.5004
H -1.6102 0.0659 1.6395
H -2.4088 -3.0139 -3.7228
H -0.3080 -2.4802 -2.5598
H -0.1891 0.4683 -2.0172
```

Calculated values
Molecular weight = 235.35 g mol⁻¹
Orbital gap = 6.820 eV
Total charge = +1
LUMO level = -5.6 eV
ΔE to the lowest compared entry with this formula, charge and spin = 47.1 kcal/mol

(5)
C37H31BrHgN6O2PS2 | the ωB97M-V functional and the def2-TZVPD basis

```
81
C37H31BrHgN6O2PS2 the ωB97M-V functional and the def2-TZVPD basis
Hg -1.2668 0.0782 0.8019
Br 3.1912 -2.6044 -0.7558
S -2.9728 1.8684 0.7479
S -1.7854 -2.3015 0.1591
P -0.8799 -1.1519 -3.1800
O 0.8969 3.0150 -1.7778
O -0.3264 1.2720 -1.1965
N 0.4192 1.5419 2.0931
N 2.0723 -0.1733 -0.9494
N 0.1616 -1.1175 2.1598
N -4.2144 0.4859 2.6286
N -0.3030 -4.3671 0.8551
N 0.4107 -2.4377 1.8517
C -4.9559 0.3707 3.7315
C 1.9088 1.6147 4.0329
C 2.1462 -0.2916 -5.9335
C 2.2470 1.0516 -5.7009
C 3.2140 1.9331 -0.8633
C -3.7707 1.6948 2.2787
C 4.4536 1.3123 -0.6519
C -4.7317 0.0490 -2.6664
C 0.7453 1.8860 -1.3453
C 0.6496 2.8547 1.9093
C 0.4021 1.1021 -4.2106
C -5.1797 0.2078 -3.9351
C -4.3112 0.1832 -5.0261
C -2.9790 -0.0828 -4.8719
C 1.1043 -0.9583 -5.2749
C -3.9523 2.8217 3.0847
C 4.2910 -1.9121 4.5458
C 3.3740 -1.0716 3.8568
C 1.4687 1.7166 -4.7715
C -3.4015 -0.2511 -2.4996
C 2.0935 2.9533 3.8328
C 1.5173 3.5731 2.7167
C 2.0804 1.1495 -1.0203
C 3.2529 -0.7227 -0.7434
C -4.6678 2.6983 4.2565
C 1.1118 -0.5857 2.9964
C 2.0262 -1.3754 3.7960
C 0.2807 -0.3164 -4.3536
C 1.1194 0.8816 3.0451
C -2.5112 -0.3903 -3.5782
C 4.4478 -0.0740 -0.6018
C 2.5079 -3.4396 5.1007
C 3.8242 -3.0836 5.1602
C 1.6205 -2.5974 4.4263
C -5.1993 1.4506 4.5929
C -0.4393 -2.9605 1.0246
C -1.2508 -2.6765 -4.0975
H 5.3392 1.9257 -0.4576
H 3.1007 3.0334 -1.0149
H 4.4710 -3.7469 5.7742
H -4.8118 3.5852 4.8332
H 0.5635 -4.6735 1.2240
H 5.3176 -1.8079 4.3515
H -0.4256 -3.3581 -4.1527
H 0.6041 -2.8858 4.3010
H -1.9852 -3.2144 -3.4502
H -0.2750 1.6053 -3.5410
H -2.1993 0.0015 -5.6269
H 1.6497 4.6758 2.5262
H 1.0333 -2.0157 -5.4871
H 0.1115 3.2860 1.0451
H 2.1507 -4.2957 5.6331
H 5.2750 -0.7688 -0.3762
H 3.0791 1.5296 -6.2215
H -1.6933 -2.4760 -5.0806
H 2.2723 1.1056 4.9082
H 2.7264 3.5337 4.4805
H -5.3136 -0.6226 3.9163
H 2.6366 -0.7900 -6.7996
H 1.6664 2.7593 -4.5596
H -5.4285 0.1086 -1.8505
H -4.6705 0.4496 -6.0234
H -5.6881 1.2998 5.5585
H 3.8196 -0.2244 3.3826
H -3.5424 3.7561 2.7857
H -2.9920 -0.2788 -1.5160
H -6.2252 0.3560 -4.1578
H -0.5060 -4.6754 -0.0841
```

Calculated values
Molecular weight = 967.30 g mol⁻¹
Orbital gap (spin up / spin down) = 4.249 / 6.032 eV
Total charge = -2
LUMO level (spin up / spin down) = 4.3 / 4.3 eV
Spin multiplicity = 2
ΔE to the lowest compared entry with this formula, charge and spin = 9.3 kcal/mol
⟨S²⟩ = 0.771

(6)
C16H39BF4N3O5 | the ωB97M-V functional and the def2-TZVPD basis

```
68
C16H39BF4N3O5 the ωB97M-V functional and the def2-TZVPD basis
F -1.9571 0.2538 1.1809
F -1.6274 1.4652 -0.8233
F 0.1940 0.4133 0.0941
F -1.5283 -0.8634 -0.8218
O -1.4196 -3.4541 -1.2515
O -2.1600 2.7448 -2.9363
O 2.6450 1.5037 0.6789
O 2.9316 -0.9013 2.3199
O 2.6448 1.8554 -4.4934
N -0.2070 0.8499 5.3788
N -5.4202 0.3253 3.4330
N 3.6687 -3.3299 -0.5343
C -0.9106 1.4001 4.5952
C -0.1376 -5.2467 -0.0181
C -2.8121 1.6699 -3.6614
C 2.5818 2.5142 1.7165
C 3.0550 -2.5380 -1.0685
C 1.4936 2.9031 -2.5851
C -4.9248 -0.4461 2.8352
C 1.2477 -2.2232 3.4313
C -2.5926 1.8086 -5.1285
C 3.9081 2.4779 2.2999
C 2.2173 -1.5716 -1.7518
C -4.3950 -1.6037 2.0252
C -0.7742 -3.7743 -0.0642
C -1.9022 2.1194 3.6765
C 1.4600 -1.0909 2.4009
C 1.4102 1.9878 -3.8270
B -1.2150 0.3277 -0.0900
H 1.5265 -1.3212 -0.9745
H 2.1903 2.5665 -2.1119
H 1.7835 2.2856 2.3106
H 4.7140 2.2159 1.6039
H -2.4598 2.9242 4.0340
H 0.6257 2.3289 -4.5143
H -2.3389 0.6939 -3.1538
H 1.7202 3.9779 -2.9648
H -2.0778 2.3546 -2.0573
H 0.7647 2.7600 -1.7895
H 0.9240 1.0294 -3.5867
H 2.0243 -2.0891 3.9726
H 2.8951 1.1911 -5.0411
H -1.3374 -3.2950 0.7188
H -3.8775 1.4849 -3.0018
H 1.1820 -1.2822 1.4111
H -5.1796 -2.5985 2.1067
H -4.0712 -1.4507 1.0288
H 0.2797 -2.0209 3.9705
H 0.3989 -5.2886 1.0059
H 4.0745 3.2936 2.9845
H -1.5967 1.6976 -5.1575
H -2.4424 1.4547 3.1175
H 0.7477 -0.2533 2.7897
H -1.6963 -2.5167 -1.1653
H 1.3468 -3.3012 3.1009
H 4.0030 1.5387 2.9289
H 2.6297 -0.4111 -2.0765
H 1.6464 -1.9873 -2.6725
H 0.4543 -5.2880 -0.9854
H -0.8902 -6.0730 -0.0093
H -1.5115 2.6741 2.8741
H 2.5123 3.4704 1.2485
H 0.0943 -3.0374 0.0433
H 1.7552 1.4971 0.1534
H -3.4761 -2.1746 2.2652
H -2.9852 0.8247 -5.7365
H -2.9212 2.7419 -5.4021
H 3.0949 -0.1937 1.7209
```

Calculated values
Molecular weight = 440.31 g mol⁻¹
Orbital gap = 9.514 eV
Total charge = -1
LUMO level = 2.6 eV
ΔE to the lowest compared entry with this formula, charge and spin = 43.8 kcal/mol